{
  "formula": "C19H11F2HgN6O3S3",
  "method": "wB97M-V/def2-TZVPD",
  "species": ["S", "N", "H", "C", "S", "C", "C", "C", "O", "C", "F", "C", "N", "C", "H", "Hg", "C", "C", "H", "C", "C", "F", "N", "H", "H", "C", "S", "N", "N", "O", "H", "C", "O", "C", "H", "H", "C", "C", "H", "C", "H", "C", "H", "N", "C"],
  "positions_angstrom": [[-0.314, -3.596, -1.792], [-8.180, 0.713, 0.278], [6.178, 0.754, -1.548], [4.118, 0.423, 2.602], [4.591, 0.412, 4.921], [5.283, 0.666, -0.946], [-4.967, -0.727, -0.275], [4.162, 0.474, 1.148], [-0.860, -2.956, -0.589], [-3.655, -0.769, -0.650], [-0.620, 2.156, -2.430], [-0.476, 0.999, -3.171], [5.162, 0.474, 3.409], [-5.727, 0.486, -0.423], [6.289, 0.640, 0.960], [0.360, -0.636, -2.124], [2.953, 0.415, 0.447], [-7.061, 0.604, -0.039], [-1.458, -0.150, 0.350], [0.374, 0.103, 3.188], [-0.749, -0.025, 2.406], [0.358, 1.375, -4.231], [-2.942, 0.278, -1.167], [-5.439, -1.619, 0.118], [-3.126, 2.257, -1.741], [1.662, 0.251, 1.167], [1.619, -2.725, -1.937], [3.009, 0.312, 4.607], [2.898, 0.510, -0.883], [-1.005, -3.174, -3.005], [3.931, 0.679, -2.634], [-4.987, 1.579, -0.991], [-0.114, -5.030, -1.672], [1.616, 0.238, 2.562], [-5.469, 2.537, -1.152], [-1.450, 0.770, -3.603], [5.347, 0.601, 0.428], [-0.607, -0.037, 1.013], [-1.734, -0.133, 2.839], [2.869, 0.329, 3.293], [-3.093, -1.695, -0.548], [-3.672, 1.416, -1.321], [0.325, 0.093, 4.269], [0.570, 0.105, 0.423], [4.028, 0.623, -1.555]],
  "forces_ev_per_a": [[-0.1, 0.0, 0.4], [-0.1, 0.0, 0.1], [0.0, 0.0, 0.0], [0.0, 0.0, -0.1], [0.0, 0.0, 0.1], [0.0, 0.0, 0.0], [-0.2, 0.0, 0.0], [0.1, 0.0, 0.2], [0.0, -0.1, -0.1], [0.2, 0.0, -0.1], [0.0, 0.0, 0.0], [-0.1, 0.2, 0.2], [0.1, 0.1, -0.2], [0.2, 0.0, -0.1], [0.0, 0.0, 0.0], [0.6, -0.4, -0.5], [-0.3, 0.0, 0.1], [0.1, 0.0, 0.0], [0.0, 0.0, 0.0], [-0.1, 0.0, -0.1], [0.0, 0.0, 0.0], [0.0, 0.0, 0.0], [-0.3, -0.1, 0.0], [0.0, 0.0, 0.0], [0.0, 0.0, 0.0], [0.2, 0.0, -0.1], [-0.2, 0.4, 0.1], [-0.2, 0.0, 0.0], [0.1, 0.0, -0.1], [0.0, -0.1, -0.1], [0.0, 0.0, 0.0], [-0.1, 0.0, 0.1], [0.1, 0.0, 0.0], [0.2, 0.0, 0.2], [0.0, 0.0, 0.0], [0.0, 0.1, 0.0], [0.0, 0.0, 0.0], [0.1, -0.1, 0.1], [0.0, 0.0, 0.0], [0.0, 0.0, 0.0], [0.0, 0.0, 0.0], [0.2, 0.0, 0.0], [0.0, 0.0, 0.0], [-0.2, 0.1, 0.0], [0.0, 0.0, 0.1]],
  "s2": 0.766,
  "largest_force_ha_per_bohr": 0.0168,
  "charge": -2,
  "de_lowest_kcal_mol": 13.3,
  "multiplicity": 2,
  "energy_ha": -2832.69776
}

{
  "formula": "C4H4",
  "method": "wB97M-V/def2-TZVPD",
  "species": ["C", "H", "C", "H", "C", "H", "C", "H"],
  "positions_angstrom": [[0.429, 0.699, -0.078], [0.840, 1.167, 0.859], [-2.172, -0.140, -0.004], [0.431, -1.195, -1.039], [-0.960, 0.114, 0.132], [0.457, -1.216, 1.075], [0.323, -0.709, 0.098], [0.653, 1.279, -1.042]],
  "forces_ev_per_a": [[0.6, 3.0, 1.5], [-0.7, 0.2, -1.2], [-1.6, -0.3, 0.0], [-0.3, 0.2, 3.7], [2.1, 1.0, -0.5], [0.6, 0.2, -1.2], [-0.2, -3.0, -3.8], [-0.4, -1.4, 1.5]],
  "largest_force_ha_per_bohr": 0.0941,
  "charge": 0,
  "de_lowest_kcal_mol": 72.9,
  "energy_ha": -154.60423
}

{
  "formula": "C2H8N2O",
  "method": "wB97M-V/def2-TZVPD",
  "species": ["H", "H", "N", "H", "H", "C", "H", "C", "O", "H", "N", "H", "H"],
  "positions_angstrom": [[2.363, 0.863, 0.442], [-0.307, 1.078, 0.500], [-0.498, -0.502, -0.510], [0.071, 1.117, -2.113], [-2.132, 0.396, 0.567], [0.524, 0.485, -0.369], [-2.057, -1.407, 0.570], [-1.331, -0.333, 0.666], [0.865, 1.084, -1.566], [-0.152, -1.460, -0.607], [1.673, 0.131, 0.352], [1.865, -0.857, 0.440], [-0.885, -0.594, 1.627]],
  "forces_ev_per_a": [[0.2, -0.7, 0.0], [3.2, 0.9, -2.6], [0.4, -0.4, 0.1], [0.0, 0.0, 0.1], [0.6, 0.4, 0.3], [-2.6, 1.6, 2.5], [1.5, 2.6, 0.4], [-3.7, -6.4, -0.8], [0.1, 0.3, -0.2], [-0.2, 0.3, -0.1], [-0.2, -0.3, 0.3], [0.5, 0.5, -0.1], [0.2, 1.1, 0.1]],
  "largest_force_ha_per_bohr": 0.1446,
  "charge": 0,
  "de_lowest_kcal_mol": 80.6,
  "energy_ha": -265.65474
}

{
  "formula": "C5H6",
  "method": "wB97M-V/def2-TZVPD",
  "species": ["C", "H", "H", "C", "H", "H", "H", "H", "C", "C", "C"],
  "positions_angstrom": [[0.687, -0.483, 1.441], [-0.638, 0.423, -1.036], [1.910, 1.334, 0.861], [-0.583, 0.464, -2.056], [-0.070, -0.464, -2.168], [-1.543, 0.623, -2.686], [-0.883, -0.698, 3.084], [0.089, 1.264, -2.326], [1.330, 0.513, 1.173], [0.044, -1.843, 1.356], [-0.342, -1.133, 2.356]],
  "forces_ev_per_a": [[0.7, 1.3, -0.2], [-1.2, 0.7, 2.8], [0.2, 0.5, 0.0], [-0.8, 0.7, -2.9], [0.2, -0.9, -1.2], [1.5, -0.7, 1.5], [-1.5, 1.2, 2.3], [0.3, 0.2, -0.1], [0.0, -0.4, -0.1], [-0.7, -0.8, 0.7], [1.3, -1.8, -2.8]],
  "largest_force_ha_per_bohr": 0.0690,
  "charge": 0,
  "de_lowest_kcal_mol": 134.5,
  "energy_ha": -193.86610
}

{
  "formula": "C21H37AlBN3O7P",
  "method": "wB97M-V/def2-TZVPD",
  "species": ["H", "H", "C", "H", "H", "H", "H", "H", "O", "C", "C", "C", "C", "C", "H", "H", "H", "H", "O", "H", "O", "N", "H", "N", "H", "C", "C", "O", "H", "H", "H", "H", "H", "C", "C", "H", "C", "H", "O", "C", "N", "H", "C", "C", "H", "H", "C", "H", "H", "C", "H", "P", "C", "H", "H", "H", "H", "H", "Al", "H", "H", "C", "O", "C", "H", "C", "O", "H", "H", "B", "C"],
  "positions_angstrom": [[-9.038, -0.995, -0.905], [1.039, 1.466, -0.703], [5.149, 4.413, 4.045], [-3.966, 1.259, -0.617], [-0.178, -2.361, 2.156], [6.479, 2.621, 4.219], [3.435, 0.112, -0.780], [-0.914, -2.284, 0.478], [4.960, 0.030, 1.219], [-0.613, 0.421, 0.445], [1.193, -3.148, 0.584], [4.347, -1.076, 1.221], [0.540, -0.565, 1.056], [-3.443, 3.460, -0.468], [-2.016, 1.524, -1.696], [4.096, -2.767, 2.632], [0.713, -0.211, 2.141], [-0.658, 1.963, -2.843], [-0.892, 3.367, -1.308], [4.531, -1.126, 3.497], [3.573, -5.364, -0.876], [4.842, 2.567, 2.853], [5.563, 5.126, 4.744], [-1.135, -1.788, -3.040], [-2.503, -4.094, -1.845], [-8.228, 0.725, 0.274], [0.052, -2.091, 1.052], [4.072, -1.822, 0.041], [2.466, -4.774, -3.843], [3.111, 3.158, 1.757], [2.785, -1.488, 2.802], [1.527, -0.393, 0.502], [-1.500, -0.245, 0.137], [-3.976, 2.188, 0.046], [-0.969, 1.978, -1.730], [-4.338, 2.153, 1.124], [5.636, 3.151, 3.801], [-8.475, 0.489, 1.298], [-1.466, 4.114, 0.786], [-8.528, -0.048, -0.822], [-8.053, 0.594, -1.934], [-7.161, 2.689, 0.402], [3.919, -1.629, 2.681], [-1.867, 3.671, -0.317], [2.029, -0.623, -2.442], [0.130, 0.057, -1.614], [0.014, 0.990, -0.943], [3.389, 5.471, 3.155], [4.735, -0.821, -1.677], [3.848, 3.436, 2.494], [2.105, -3.045, 1.263], [-0.487, -3.380, -2.562], [-7.543, 1.873, -0.194], [4.442, -5.441, -1.337], [-1.665, -1.906, -3.927], [-7.000, 2.415, -2.296], [0.745, -4.191, 0.818], [-1.878, -1.567, -2.347], [1.583, -3.127, -1.424], [-0.901, 1.244, 1.177], [3.230, -1.874, -3.037], [-7.446, 1.764, -1.560], [2.410, -5.497, -3.171], [3.756, -0.941, -1.075], [4.968, 1.637, 2.476], [4.015, 4.593, 3.217], [-1.617, -4.103, -1.429], [-4.158, 4.187, -0.972], [-8.136, 0.258, -2.879], [2.661, -4.867, -1.885], [2.659, -1.516, -2.095]],
  "forces_ev_per_a": [[0.1, 0.1, 0.0], [-1.6, -0.6, -0.7], [0.2, -0.1, 0.2], [1.6, 0.7, 1.9], [0.0, 0.5, -1.6], [-0.1, 0.1, 0.0], [0.5, -1.6, 0.3], [1.3, 0.5, 0.5], [-2.1, -3.3, -0.7], [1.3, -0.6, -1.1], [-1.1, 0.0, 0.9], [1.4, 1.9, 0.6], [-1.2, 0.5, 0.5], [0.1, -2.1, 0.1], [1.1, 0.9, 0.1], [-0.3, 1.7, 0.4], [-0.1, -0.7, -1.6], [-0.5, 0.2, 1.7], [-2.2, -0.5, 1.7], [-0.9, -0.6, -1.3], [0.0, 0.2, -2.4], [0.0, 0.2, 0.2], [0.0, -0.1, -0.1], [-1.6, -0.5, 0.3], [0.8, -0.3, 0.2], [-0.1, -0.2, 0.0], [1.0, -0.8, 1.3], [-0.3, 2.3, 3.1], [-0.6, -0.9, 0.8], [0.1, 0.0, 0.1], [1.8, -0.1, -0.1], [-1.4, -0.4, 0.6], [1.1, 1.2, 0.8], [0.6, 1.4, -0.6], [0.9, -1.6, -1.5], [-1.4, 0.2, -2.1], [-0.1, 0.0, -0.1], [0.0, 0.0, -0.1], [-2.1, -1.2, -4.2], [-0.1, 0.0, 0.0], [0.0, 0.0, 0.1], [0.0, -0.1, -0.1], [-0.2, -1.3, -1.8], [2.0, 0.4, 1.2], [0.8, -1.2, 0.5], [0.0, 1.6, 1.0], [-0.9, -0.1, 0.6], [0.0, -0.1, 0.0], [-1.4, 0.0, 1.1], [0.1, -0.1, 0.0], [-1.2, -0.1, -0.9], [-0.5, -0.6, -0.9], [0.1, 0.2, -0.2], [-0.7, -0.5, 0.5], [0.6, 0.0, 0.8], [0.0, 0.0, 0.1], [0.7, 1.4, -0.3], [0.7, 0.3, -0.3], [0.0, 0.7, 1.7], [0.2, -1.1, -1.0], [-0.9, 0.6, 1.3], [0.0, 0.1, 0.0], [2.0, 0.7, 0.8], [0.5, 1.0, -3.0], [-0.1, 0.0, -0.2], [-0.2, 0.0, -0.1], [-0.2, 1.2, -0.8], [1.2, 0.3, 2.3], [0.0, 0.0, 0.2], [-0.2, -0.5, -0.1], [0.9, 0.7, -0.5]],
  "largest_force_ha_per_bohr": 0.0950,
  "charge": -1,
  "energy_ha": -2121.82707
}